DFT (ωB97M-V with the def2-TZVPD basis set) results for one molecule with the formula C4H12N4 in a non-equilibrium geometry.

CARTESIAN COORDINATES (ANGSTROEM)
1 H -3.42 -0.53 -0.12
2 N -2.39 -0.65 -0.16
3 C -1.84 0.47 0.16
4 N -0.42 0.61 0.19
5 C 0.13 1.90 0.61
6 C 0.44 -0.51 -0.15
7 C 1.90 -0.12 -0.39
8 N 0.37 -1.47 0.91
9 N -0.06 -1.18 -1.31
10 H -2.42 1.37 0.42
11 H 0.83 1.75 1.44
12 H 0.64 2.38 -0.24
13 H -0.66 2.57 0.96
14 H 2.36 0.30 0.51
15 H 2.49 -1.00 -0.67
16 H 1.99 0.61 -1.20
17 H -0.53 -1.87 1.17
18 H 1.18 -1.84 1.39
19 H -1.05 -1.41 -1.34
20 H 0.48 -1.36 -2.15

Results
HOMO energy = -7.55 eV
calculated total energy = -10302.2054 eV
SMILES = [H]/N=C/N(C)C(C)(N)N
frontier orbital gap = 8.56 eV

Let us look at the natural (NBO) charges, expressed in e, one per atom:
1 H 0.350
2 N -0.778
3 C 0.308
4 N -0.447
5 C -0.396
6 C 0.414
7 C -0.621
8 N -0.906
9 N -0.918
10 H 0.161
11 H 0.196
12 H 0.191
13 H 0.206
14 H 0.216
15 H 0.230
16 H 0.221
17 H 0.395
18 H 0.379
19 H 0.420
20 H 0.377

DFT (ωB97M-V with the def2-TZVPD basis set) results for a 2-piece molecular cluster, C2ClF3O overall in a non-equilibrium geometry.

CARTESIAN COORDINATES (ANGSTROEM)
1 C -0.32 0.68 -0.06
2 C 0.08 -0.25 1.03
3 O 0.04 -0.63 -0.24
4 F 0.58 1.58 -0.54
5 F -1.54 1.07 -0.18
6 F 1.19 -0.34 1.72
7 Cl -2.18 -2.77 0.26

Results
⟨S²⟩ = 2.005
HOMO energy (alpha / beta) = -9.76 / -11.94 eV
2S+1 = 3
calculated total energy = -24791.0241 eV
frontier orbital gap (alpha / beta) = 10.67 / 7.91 eV

Let us look at the natural (NBO) charges, expressed in e, one per atom:
1 C 0.816
2 C 0.507
3 O -0.448
4 F -0.306
5 F -0.270
6 F -0.292
7 Cl -0.007

DFT (ωB97M-V with the def2-TZVPD basis set) results for one molecule with the formula C2H5N3O2S3 in a non-equilibrium geometry.

CARTESIAN COORDINATES (ANGSTROEM)
1 C 1.47 1.03 -0.12
2 C -0.85 -1.71 -0.20
3 N 1.62 2.34 -0.18
4 N 0.24 0.41 -0.16
5 N 0.23 -0.80 -0.53
6 O -2.08 -1.25 -0.59
7 O -0.91 -2.08 1.14
8 S -1.09 1.32 0.52
9 S 2.50 -1.74 0.03
10 S 2.97 0.16 0.13
11 H -0.53 -2.63 -0.88
12 H 0.75 2.80 0.15
13 H 2.45 2.52 0.23
14 H -2.42 -0.54 0.09
15 H -0.83 -3.13 1.18

Results
HOMO energy (alpha / beta) = -8.15 / -8.22 eV
calculated total energy = -43221.6045 eV
frontier orbital gap (alpha / beta) = 6.09 / 6.31 eV

Let us look at the natural (NBO) charges, expressed in e, one per atom:
1 C 0.280
2 C 0.471
3 N -0.739
4 N -0.231
5 N -0.138
6 O -0.722
7 O -0.712
8 S -0.262
9 S -0.239
10 S 0.310
11 H 0.158
12 H 0.433
13 H 0.389
14 H 0.508
15 H 0.496